Record 1
14
Properties=species:S:1:pos:R:3:mulliken_charge:R:1 method="wB97M-V/def2-TZVPD" relative_energy_kj_mol=234.6 homo_energy_ev=-8.812 charge=0 e_tot_ev=-18188.359 gap_ha=0.34237 smiles="C#CC1(S)C=CC=C1" e_lumo_ev=0.505
C 0.78 -0.13 -1.18 -0.999
H 2.92 -0.45 -1.32 0.413
C 0.75 -0.20 1.19 -0.726
H 2.89 -0.52 1.37 0.412
C -2.08 -1.90 -0.04 0.200
H -2.85 -2.64 -0.05 0.451
C 2.02 -0.31 -0.72 -0.291
S -0.91 1.65 -0.05 -0.232
C -0.18 -0.04 0.00 1.223
H 0.44 -0.06 -2.21 0.422
C 2.00 -0.37 0.75 -0.399
H 0.39 -0.17 2.20 0.414
C -1.22 -1.07 -0.04 -1.043
H -1.71 1.52 1.04 0.155

***

Record 2
11
Properties=species:S:1:pos:R:3:mulliken_charge:R:1 method="wB97M-V/def2-TZVPD" relative_energy_kj_mol=11.6 homo_energy_ev=-11.024 charge=0 e_tot_ev=-41769.758 gap_ha=0.42569 smiles=CC(Cl)(Cl)Cl.O e_lumo_ev=0.560
H 0.99 -1.60 -0.19 0.336
O -3.83 2.04 -3.30 -0.650
Cl 2.08 -0.36 3.15 -0.148
H 2.57 -1.95 0.58 0.333
H -3.02 2.52 -3.04 0.324
H -4.57 2.65 -3.08 0.325
C 1.36 -0.25 1.50 0.505
Cl -0.34 0.12 1.73 -0.131
C 1.52 -1.66 0.77 -1.096
H 1.05 -2.44 1.39 0.332
Cl 2.16 0.93 0.49 -0.130

***

Record 3
33
Properties=species:S:1:pos:R:3:mulliken_charge:R:1 method="wB97M-V/def2-TZVPD" relative_energy_kj_mol=0.7 homo_energy_ev=-9.324 charge=0 e_tot_ev=-22056.561 gap_ha=0.32342 e_lumo_ev=-0.524
H -0.34 -32.93 -20.76 0.344
H -0.34 -36.05 -17.55 0.205
H -2.58 -35.92 -18.86 0.309
H -0.52 -38.78 -19.67 0.291
H -1.82 -34.70 -19.17 0.251
O -2.63 -34.91 -19.18 -0.543
H -0.49 -35.51 -21.39 0.265
H 2.33 -32.55 -20.97 0.335
O 0.22 -33.32 -16.89 -0.608
O 2.79 -33.31 -20.58 -0.638
Li 1.32 -33.34 -18.45 0.794
H -0.22 -31.89 -21.83 0.260
H 0.01 -36.14 -19.04 0.223
H 3.83 -33.77 -18.07 0.304
H 2.67 -37.00 -15.67 0.314
O -0.83 -32.13 -21.15 -0.676
O -0.58 -38.46 -20.62 -0.639
O 3.14 -33.70 -17.38 -0.532
H -0.96 -36.91 -21.62 0.362
O 2.87 -36.71 -16.59 -0.645
C 0.74 -35.39 -19.53 -0.756
H 1.37 -35.87 -20.28 0.383
H 2.11 -33.85 -20.87 0.279
H -0.57 -32.71 -16.79 0.345
O -0.53 -36.00 -16.65 -0.760
H 0.20 -38.70 -20.98 0.296
H -0.21 -34.14 -16.73 0.320
O -0.87 -36.15 -22.05 -0.658
H 2.10 -36.26 -16.99 0.391
H -0.43 -37.03 -16.23 0.333
H 3.62 -33.88 -16.59 0.241
O 0.15 -34.19 -19.99 -0.592
H 1.54 -35.16 -18.79 0.202

***

Record 4
103
Properties=species:S:1:pos:R:3:mulliken_charge:R:1 method="wB97M-V/def2-TZVPD" relative_energy_kj_mol=158.8 homo_energy_ev=-8.267 charge=0 e_tot_ev=-48763.115 gap_ha=0.32320 smiles=COC[C@H](C)N.COC[C@H](C)N.COC[C@H](C)N.COC[C@H](C)N.COC[C@H](C)N.CO.CO.CO e_lumo_ev=0.528
H 1.09 -0.22 -2.25 -0.109
H -3.64 -0.11 -0.29 -0.116
H 0.48 4.25 1.52 -0.641
C -2.22 -1.88 -1.63 -1.398
H 1.57 -6.63 -0.25 0.310
H -6.16 -5.49 -0.04 0.270
H -4.47 -5.84 -0.42 0.312
O 3.39 1.55 -2.97 -0.423
H 2.92 -1.10 4.35 0.288
C -2.32 2.66 0.17 1.169
O 2.33 -1.52 -6.05 -0.543
C -1.03 -1.45 3.36 -0.151
H 1.17 3.41 -0.85 0.555
O -3.16 3.38 -0.70 -0.484
H -4.36 -1.90 -1.58 0.248
C -3.30 2.72 -1.92 -0.587
H 2.75 3.30 -0.22 0.357
H -0.02 -0.18 -0.86 -0.389
H 2.87 -2.04 -2.10 0.381
H 5.21 2.06 -2.09 0.276
H -0.21 -3.44 3.16 0.339
H 1.47 1.08 0.23 0.306
N -2.21 -0.66 2.99 -0.380
C 4.43 2.48 -2.74 -0.591
C -1.12 -2.89 2.91 -1.017
H -1.33 2.54 -0.28 0.043
H -0.28 2.22 1.33 -0.367
H 2.86 1.41 -2.18 0.396
C 0.74 0.38 -1.41 -0.006
H 0.12 -6.39 -1.28 0.238
H 1.61 -3.15 -2.37 0.377
H -3.77 1.73 -1.86 0.200
H -3.89 3.32 -2.61 0.326
H -2.10 -2.73 -2.30 0.510
H 2.87 -1.06 -0.07 0.291
C -3.65 -3.44 -0.28 -0.804
C -3.54 -2.05 -0.87 0.567
H 4.03 3.38 -2.25 0.142
H 3.22 -3.80 -1.88 0.346
C -2.21 3.35 1.51 0.063
O 0.66 -4.82 -0.05 -0.209
H 2.92 4.71 2.26 0.468
H 1.65 -5.61 -1.69 0.291
H 2.07 3.68 3.35 0.446
H 3.25 3.00 2.19 0.326
C 2.04 -2.85 -0.29 2.796
O 1.86 0.66 -0.57 -0.409
H 1.93 6.86 -1.47 0.298
H -0.48 4.57 1.11 0.545
H 3.80 -0.28 -5.31 0.243
H -4.97 -5.33 1.23 0.272
H 2.45 -0.72 -4.15 0.005
H 2.21 0.46 -5.46 0.320
C 2.10 -0.49 3.97 -0.710
C 2.49 -3.00 -1.73 -1.836
C 0.14 -0.72 2.67 0.970
C 1.00 -5.92 -0.86 -0.768
H 0.10 0.32 2.99 0.190
H 0.31 1.30 -1.83 0.606
N 0.74 2.22 1.43 -0.086
H -2.40 -0.77 2.00 0.040
H 4.83 2.77 -3.71 0.258
C 1.33 3.59 1.31 1.334
H -2.06 5.35 0.78 0.429
H -1.94 -3.41 3.42 0.442
H -2.22 -0.94 -2.17 0.439
N -1.57 2.47 2.47 -0.466
H -1.38 -1.93 -0.93 -0.005
H -1.54 5.22 2.42 0.406
H -3.06 -4.13 -0.89 0.416
C 2.44 3.72 2.32 -1.918
N 2.92 -1.93 0.46 -0.957
O 1.43 -1.23 2.96 -0.363
O -5.00 -3.86 -0.26 -0.399
H 1.05 -2.36 -0.32 -1.086
H -2.61 1.61 0.30 -0.687
C -5.13 -5.20 0.16 -0.735
H 1.40 -0.35 4.80 0.348
H -2.03 1.56 2.53 0.114
H -2.33 2.58 -2.43 0.261
C 2.73 -0.45 -5.17 -0.346
H -3.23 -3.44 0.74 0.269
H -1.29 -2.92 1.83 -0.107
H -0.82 -1.36 4.43 0.524
N -3.60 -1.00 0.17 -0.345
H 0.52 5.75 -1.46 0.225
H -0.05 -0.80 1.59 -0.911
O 2.11 5.26 -0.22 -0.429
H 1.99 5.28 -2.30 0.240
C -1.50 4.70 1.46 -1.512
H -1.57 2.84 3.41 0.257
H 1.54 -3.90 1.50 0.062
H 2.48 -1.69 1.37 0.385
H 1.68 -1.17 -6.67 0.298
H -3.24 3.59 1.83 0.501
H -3.05 -0.93 3.48 0.310
C 1.80 -4.14 0.47 -1.046
H 0.83 2.05 2.43 0.073
H 2.68 -4.79 0.44 0.509
H 2.46 0.47 3.59 0.175
C 1.62 5.82 -1.43 -0.659
C 1.83 3.89 -0.11 -0.669
H -4.48 -1.12 0.67 0.262

***

Record 5
36
Properties=species:S:1:pos:R:3:mulliken_charge:R:1 method="wB97M-V/def2-TZVPD" relative_energy_kj_mol=157.1 homo_energy_ev=-9.853 charge=0 e_tot_ev=-24960.066 gap_ha=0.34463 smiles=O.O.O.O.O.O.O.O.O.O.O.O e_lumo_ev=-0.475
O -18.29 -3.48 26.69 -0.597
H -17.46 -7.45 27.63 0.288
H -18.50 -4.39 26.47 0.277
H -18.51 -6.49 22.64 0.365
O -15.04 -5.03 22.56 -0.572
H -14.07 -6.68 26.63 0.371
H -16.39 -6.27 25.69 0.145
H -16.91 -4.73 21.89 0.316
O -17.58 -4.60 21.19 -0.589
H -17.58 -9.90 26.47 0.283
O -13.69 -7.22 23.46 -0.764
H -16.02 -5.86 24.27 0.067
O -14.33 -7.44 26.09 -0.666
H -12.83 -6.82 23.33 0.353
H -16.35 -9.33 25.77 0.284
H -17.27 -5.14 20.46 0.274
H -15.36 -5.47 27.77 0.303
H -14.32 -8.18 26.70 0.246
H -14.63 -4.76 21.73 0.270
H -14.69 -3.97 25.54 0.310
H -14.27 -4.40 27.79 0.305
H -18.79 -3.17 23.15 0.291
O -14.54 -5.21 27.33 -0.705
O -17.25 -9.10 26.03 -0.571
O -19.20 -7.16 22.52 -0.641
H -14.95 -3.48 24.12 0.341
H -18.56 -7.06 26.65 0.317
H -14.62 -5.88 22.80 0.313
O -18.04 -6.72 27.39 -0.619
O -14.69 -3.17 25.00 -0.649
H -17.38 -3.51 26.99 0.286
O -18.94 -3.76 23.89 -0.598
H -18.74 -7.90 22.11 0.292
H -18.06 -4.10 24.11 0.261
O -16.75 -5.85 24.90 0.011
H -13.80 -7.25 24.43 0.400

***

Record 6
102
Properties=species:S:1:pos:R:3:mulliken_charge:R:1 method="wB97M-V/def2-TZVPD" relative_energy_kj_mol=0.0 homo_energy_ev="-13.428 / -13.428" charge=+2 e_tot_ev=-111055.676 gap_ha="0.23041 / 0.23039" e_lumo_ev="-7.158 / -7.158"
C 0.58 2.26 0.92 1.311
H 3.29 1.54 3.19 0.480
C -4.74 -0.77 2.09 -0.694
C 4.31 -1.22 -0.07 -0.470
H 4.38 3.60 0.74 0.482
H -0.78 2.46 4.20 0.461
H -1.90 0.48 -5.97 0.414
H -2.18 1.69 2.38 -0.252
C -1.30 4.36 -0.45 -1.069
H 0.15 5.70 2.05 0.515
C -0.29 -3.49 0.70 0.842
H 0.40 0.53 -6.75 0.231
C 2.11 -2.26 0.03 -0.370
H -0.37 4.68 3.39 0.383
N -3.91 0.02 1.41 -0.345
H 4.55 -4.48 0.78 0.491
H 0.63 -2.86 2.54 0.659
C -2.93 -0.60 0.78 -1.478
H -2.05 -2.16 -1.91 0.430
C -0.53 0.92 -2.39 0.906
C -2.38 0.69 -3.91 -1.154
C -1.21 -2.46 -2.52 0.119
Si 0.90 1.47 2.60 0.373
N -2.67 -1.89 0.75 0.487
C 2.72 -3.47 0.38 -0.477
C -0.58 4.96 2.36 -1.414
C 4.10 -3.54 0.51 -0.878
H 3.95 1.96 1.17 0.219
H 0.47 1.50 5.00 0.445
C 0.92 -3.27 -4.12 -0.822
C -1.04 -5.77 2.12 -0.806
H -1.32 -6.65 2.67 0.424
H 2.15 2.60 -2.26 0.260
S -3.04 0.91 -1.31 1.480
H -5.24 -2.77 2.72 0.483
H -1.30 -0.11 3.84 0.437
H 4.22 2.39 -0.51 0.385
C -0.71 -0.72 3.15 -1.537
H 2.46 0.19 3.94 0.467
H -1.39 3.70 -1.31 0.136
C 2.56 0.74 3.01 -1.478
C 0.36 0.78 -3.45 -0.593
H 1.25 5.72 0.45 0.343
H 2.97 0.07 2.25 0.378
H 2.16 -2.92 -2.41 0.442
H 5.97 -2.49 0.40 0.446
C -0.37 -3.28 -4.62 -0.984
C -3.49 -2.67 1.46 -0.030
C 0.08 -2.47 -2.01 0.333
H 0.85 3.10 4.41 0.398
Si 2.01 3.34 0.15 0.827
H -0.08 -4.83 3.80 0.500
N -2.06 0.23 -0.02 1.462
O -4.05 -0.06 -1.59 -0.668
C 2.05 5.08 0.82 -1.605
H -1.35 -1.46 2.68 0.285
H 1.72 0.65 -5.67 0.200
C 1.85 3.50 -1.72 -1.169
C -1.51 0.60 -4.97 -1.025
Cl 2.18 0.29 -0.70 0.146
H 0.86 3.80 -2.08 0.280
P 0.31 -2.07 -0.26 1.244
H -0.54 5.11 -0.66 0.334
C 1.15 -2.88 -2.80 -1.172
H 0.08 -1.22 3.71 0.482
C -0.98 -4.52 0.06 -0.833
C -4.56 -2.14 2.16 -1.014
H 2.56 4.28 -2.01 0.635
H -0.55 -3.61 -5.64 0.448
C 0.28 2.20 4.19 -1.571
H 1.75 -3.59 -4.73 0.481
H -3.26 -3.73 1.45 0.441
H -3.45 0.62 -4.07 0.556
C -1.44 -2.88 -3.83 -0.745
H 1.42 0.84 -3.29 0.230
H -2.64 3.29 2.92 0.727
C -0.12 0.62 -4.76 0.564
Os -0.18 0.43 0.06 0.968
H 2.07 5.13 1.91 0.412
O -3.39 2.24 -0.95 -0.707
C 4.89 -2.43 0.29 -0.768
C 2.94 -1.19 -0.19 0.268
H 2.12 -4.35 0.53 0.542
C 3.79 2.74 0.43 -1.319
H -1.86 -6.45 0.26 0.441
N 0.74 0.48 -5.80 -0.454
H -1.23 -4.45 -0.99 0.387
C 0.04 -3.62 2.05 -0.421
H -2.45 -2.89 -4.22 0.517
C -2.38 2.70 2.04 -0.670
O -0.12 0.13 2.16 0.515
H -1.55 5.47 2.38 0.392
C -1.34 -5.65 0.77 -0.753
H -0.10 1.42 -1.47 -0.797
H 2.99 5.51 0.46 0.527
C -1.89 0.86 -2.62 0.746
H -3.27 2.65 1.41 0.499
H 4.91 -0.33 -0.26 0.590
C -0.34 -4.74 2.76 -1.056
Si -0.93 3.54 1.19 0.275
H -5.56 -0.28 2.60 0.533
H -2.25 4.89 -0.35 0.483